DFT (ωB97M-V with the def2-TZVPD basis set) results for one molecule with the formula C8H5N3.

Values from the calculation:
Energy relative to the best compared isomer or geometry (same formula, charge and spin)   50.3 kJ/mol
HOMO-LUMO gap   9.564 eV
SMILES   N#CC1(c2ccccc2)N=N1
Electronic energy   -472.0089 Ha
E_LUMO   -0.104 eV

Positions of all 16 atoms, in Å:
1 N -2.5523 -1.0184 2.7144
2 C -1.4788 -0.8903 2.3433
3 C -0.1490 -0.4981 1.8584
4 C -0.0671 -0.1025 0.4285
5 C -0.1934 -1.0809 -0.5841
6 C 0.0746 -0.7705 -1.8863
7 C 0.4348 0.5158 -2.2372
8 C 0.5490 1.4929 -1.2148
9 C 0.3598 1.1727 0.1157
10 N 1.1240 -0.8232 2.5009
11 N 0.7248 0.2669 2.7769
12 H -0.3533 -2.0136 -0.0911
13 H 0.0265 -1.4304 -2.7002
14 H 0.4740 0.8737 -3.2055
15 H 0.6990 2.4070 -1.6768
16 H 0.3273 1.8988 0.8578